1.
{"formula": "C7H14", "method": "the ωB97M-V functional and the def2-TZVPD basis", "elements": ["C", "C", "C", "C", "C", "C", "C", "H", "H", "H", "H", "H", "H", "H", "H", "H", "H", "H", "H", "H", "H"], "coordinates": [[-1.719, 1.684, -0.504], [-1.684, 0.255, -1.021], [-0.329, -0.366, -1.346], [0.648, -0.356, -0.151], [0.345, -1.107, 0.917], [1.290, -1.340, 2.083], [1.572, 0.845, -0.123], [-1.257, 1.749, 0.486], [-1.275, 2.384, -1.215], [-2.762, 1.955, -0.317], [-2.216, -0.441, -0.363], [-2.325, 0.274, -1.923], [-0.541, -1.343, -1.780], [0.160, 0.183, -2.159], [-0.568, -1.689, 0.931], [1.751, -0.402, 2.403], [0.782, -1.907, 2.858], [2.190, -1.881, 1.766], [2.285, 0.517, 0.636], [2.001, 1.151, -1.078], [1.081, 1.717, 0.277]], "e_above_lowest_ev": 1.238, "smiles": "C/C=C(\\C)CCC", "energy_ha": -275.07075, "fmax_ev_per_a": 2.7, "gap_ev": 9.722, "e_lumo_ev": 1.1}



2.
{"formula": "C4H6O4S2", "method": "the ωB97M-V functional and the def2-TZVPD basis", "elements": ["C", "C", "C", "C", "H", "H", "H", "H", "H", "H", "O", "O", "O", "O", "S", "S"], "coordinates": [[0.431, 1.679, -2.040], [0.772, 0.425, -1.363], [-0.353, -0.521, 2.055], [-1.032, -1.559, 0.990], [1.272, 2.656, -0.678], [-0.167, -0.191, -1.216], [1.317, -0.116, -2.137], [-1.143, -0.280, 2.796], [0.508, -0.928, 2.545], [-1.657, -3.323, 0.886], [0.842, 2.885, -1.496], [-0.023, 1.679, -3.261], [-1.218, -2.720, 1.570], [-1.512, -1.207, -0.105], [1.729, 0.482, 0.090], [0.234, 1.038, 1.362]], "e_above_lowest_ev": 1.084, "smiles": "O=C(O)CSSCC(=O)O", "energy_ha": -1253.35658, "fmax_ev_per_a": 7.2, "gap_ev": 9.971, "e_lumo_ev": 0.2}



3.
{"formula": "C18H33N2O4S", "method": "the ωB97M-V functional and the def2-TZVPD basis", "elements": ["C", "C", "C", "C", "C", "C", "C", "C", "C", "C", "C", "C", "C", "C", "C", "C", "N", "N", "H", "H", "H", "H", "H", "H", "H", "H", "H", "H", "H", "H", "H", "H", "H", "H", "H", "H", "H", "H", "H", "H", "H", "H", "H", "H", "H", "H", "H", "C", "C", "O", "S", "O", "O", "O", "H", "H", "H", "H"], "coordinates": [[3.804, -1.032, -0.750], [3.395, 0.398, -0.392], [3.313, 1.336, -1.600], [1.992, 1.218, -2.387], [1.065, 2.449, -2.379], [0.896, 3.172, -1.045], [0.172, 2.337, 0.014], [-1.343, 2.311, -0.159], [-2.023, 1.340, 0.798], [-3.546, 1.468, 0.807], [-4.235, 0.236, 1.394], [-4.320, -0.942, 0.402], [-5.343, -0.694, -0.653], [-5.081, -0.179, -1.918], [-6.124, 0.038, -2.758], [-7.423, -0.265, -2.322], [-7.669, -0.750, -1.138], [-6.617, -0.940, -0.365], [4.232, -1.536, 0.114], [2.947, -1.623, -1.080], [4.541, -1.052, -1.555], [2.405, 0.352, 0.070], [4.064, 0.797, 0.371], [3.493, 2.366, -1.293], [4.135, 1.081, -2.274], [2.229, 1.003, -3.431], [1.444, 0.339, -2.032], [0.071, 2.113, -2.698], [1.393, 3.153, -3.146], [0.318, 4.087, -1.212], [1.858, 3.498, -0.651], [0.382, 2.771, 0.996], [0.552, 1.315, 0.011], [-1.734, 3.320, 0.012], [-1.604, 2.051, -1.192], [-1.643, 1.515, 1.808], [-1.736, 0.317, 0.526], [-3.830, 2.334, 1.406], [-3.893, 1.652, -0.217], [-3.663, -0.110, 2.256], [-5.236, 0.481, 1.757], [-4.555, -1.870, 0.928], [-3.358, -1.086, -0.089], [-4.062, 0.033, -2.207], [-5.973, 0.437, -3.751], [-8.285, -0.109, -2.956], [-6.847, -1.317, 0.548], [6.072, -4.234, 3.711], [6.409, -3.747, 2.315], [5.180, -3.153, 1.864], [4.424, -2.462, 3.089], [4.724, -1.076, 3.127], [3.078, -2.910, 3.087], [5.246, -3.189, 4.246], [5.502, -5.164, 3.692], [6.945, -4.341, 4.348], [6.670, -4.550, 1.632], [7.192, -2.988, 2.323]], "e_above_lowest_ev": 0.000, "energy_ha": -1514.04092, "charge": 1, "fmax_ev_per_a": 0.6, "gap_ev": 7.502, "e_lumo_ev": -4.8}



4.
{"formula": "C40H63F9N10O9PS", "method": "the ωB97M-V functional and the def2-TZVPD basis", "elements": ["C", "C", "C", "N", "C", "C", "C", "C", "N", "C", "C", "C", "S", "C", "N", "N", "C", "O", "C", "C", "O", "O", "C", "C", "C", "C", "C", "C", "C", "F", "F", "C", "F", "F", "C", "F", "F", "C", "F", "F", "F", "C", "P", "N", "O", "H", "H", "H", "H", "H", "H", "H", "H", "H", "H", "H", "H", "H", "H", "H", "H", "H", "H", "H", "H", "H", "H", "H", "H", "H", "H", "H", "H", "C", "O", "N", "C", "C", "H", "H", "H", "H", "H", "H", "H", "C", "O", "N", "C", "C", "H", "H", "H", "H", "H", "H", "H", "C", "O", "N", "C", "C", "H", "H", "H", "H", "H", "H", "H", "C", "O", "N", "C", "C", "H", "H", "H", "H", "H", "H", "H", "C", "O", "N", "C", "C", "H", "H", "H", "H", "H", "H", "H"], "coordinates": [[-0.585, -3.246, 4.339], [-0.508, -2.544, 3.132], [-0.725, -1.617, 1.756], [-1.983, -0.738, 1.842], [-3.291, -1.097, 1.097], [-3.427, -2.445, 0.176], [-2.596, -2.493, -1.218], [-2.462, -4.006, -1.924], [-1.985, -1.484, -1.904], [-4.668, -0.160, 1.190], [-6.088, -0.468, 0.445], [-6.297, 0.332, -0.999], [-4.819, 0.272, -2.138], [-4.128, 1.970, -2.521], [-2.643, 2.080, -2.913], [-2.528, 3.453, -3.119], [-3.831, 4.190, -2.895], [-4.884, 3.231, -2.524], [-4.542, 1.182, 2.181], [-5.923, 2.111, 2.247], [-6.230, 2.924, 1.198], [-6.835, 2.188, 3.397], [-7.968, 1.264, 3.296], [-9.056, 1.615, 2.121], [-10.390, 0.643, 2.177], [-11.815, 1.487, 2.190], [-12.745, 1.157, 0.842], [-3.133, 1.569, 2.996], [-3.106, 2.916, 3.920], [-2.032, 3.006, 4.932], [-4.355, 3.108, 4.755], [-3.000, 4.255, 2.981], [-2.302, 3.862, 1.700], [-4.320, 4.812, 2.544], [-2.159, 5.508, 3.604], [-2.313, 6.634, 2.606], [-0.680, 5.290, 3.689], [-2.716, 6.111, 5.022], [-2.430, 7.595, 4.969], [-4.178, 6.000, 5.227], [-1.939, 5.636, 6.228], [-1.868, 0.525, 2.729], [-0.131, 0.870, 3.553], [-0.257, 0.606, 5.349], [0.368, 2.536, 3.221], [-0.809, -4.067, 5.176], [0.248, -1.008, 1.464], [-0.792, -2.439, 0.894], [-4.518, -2.798, -0.053], [-2.967, -3.319, 0.853], [-3.459, -4.275, -2.524], [-2.447, -4.783, -1.017], [-1.496, -4.114, -2.574], [-2.187, -0.619, -1.362], [-7.042, -0.146, 1.089], [-6.294, -1.604, 0.196], [-6.700, 1.423, -0.878], [-7.168, -0.272, -1.550], [-4.122, 5.322, -2.949], [-7.503, 0.169, 3.196], [-8.548, 1.242, 4.339], [-9.312, 2.771, 2.240], [-8.543, 1.482, 1.060], [-10.350, -0.053, 3.143], [-10.342, -0.035, 1.214], [-11.588, 2.657, 2.230], [-12.426, 1.118, 3.139], [-12.310, 1.705, -0.109], [-12.702, 0.003, 0.637], [-13.874, 1.484, 0.995], [0.436, -0.116, 5.648], [-0.103, 1.532, 5.804], [0.477, 2.655, 2.227], [1.473, -0.246, -0.392], [1.391, 0.323, 0.689], [2.600, -0.300, -1.184], [2.616, -0.994, -2.454], [3.808, 0.360, -0.733], [0.612, -0.779, -0.829], [3.375, -1.781, -2.418], [2.866, -0.281, -3.245], [1.644, -1.444, -2.671], [4.109, -0.068, 0.228], [3.602, 1.425, -0.595], [4.613, 0.232, -1.461], [5.632, -2.029, -4.596], [5.096, -1.254, -3.816], [6.264, -3.205, -4.248], [6.877, -4.071, -5.233], [6.316, -3.587, -2.852], [5.650, -1.835, -5.681], [6.398, -5.054, -5.187], [7.942, -4.170, -5.003], [6.764, -3.664, -6.241], [5.295, -3.683, -2.470], [6.831, -2.804, -2.287], [6.845, -4.537, -2.731], [10.150, -3.098, -2.871], [9.841, -4.280, -2.938], [10.492, -2.425, -1.717], [10.847, -1.021, -1.721], [10.497, -3.144, -0.460], [10.179, -2.458, -3.768], [11.864, -0.912, -1.333], [10.149, -0.478, -1.078], [10.803, -0.605, -2.731], [11.203, -3.977, -0.529], [9.496, -3.544, -0.275], [10.787, -2.483, 0.362], [1.750, 3.885, 6.277], [1.441, 2.702, 6.211], [2.092, 4.558, 7.431], [2.447, 5.961, 7.428], [2.097, 3.839, 8.689], [1.779, 4.525, 5.380], [3.464, 6.070, 7.816], [1.749, 6.505, 8.071], [2.403, 6.377, 6.417], [2.803, 3.006, 8.620], [1.096, 3.438, 8.874], [2.387, 4.500, 9.510], [6.102, -5.764, -8.935], [6.414, -5.700, -7.752], [6.568, -4.932, -9.931], [6.150, -5.073, -11.310], [7.506, -3.884, -9.588], [5.395, -6.525, -9.303], [7.031, -5.264, -11.929], [5.670, -4.144, -11.631], [5.444, -5.900, -11.426], [8.400, -4.335, -9.147], [7.046, -3.220, -8.850], [7.784, -3.309, -10.476]], "energy_ha": -4423.79393, "charge": 1, "fmax_ev_per_a": 9.3, "gap_ev": 5.490, "e_lumo_ev": -4.8}



5.
{"formula": "C5H10O3", "method": "the ωB97M-V functional and the def2-TZVPD basis", "elements": ["C", "C", "C", "C", "C", "O", "O", "O", "H", "H", "H", "H", "H", "H", "H", "H", "H", "H"], "coordinates": [[1.196, -0.668, 0.450], [0.301, -1.281, 1.509], [-1.636, 1.211, -1.241], [1.635, 0.583, 0.570], [-0.217, 1.417, -1.862], [1.707, -1.662, -0.406], [0.367, 2.432, -1.713], [0.372, 0.360, -2.374], [-0.668, -1.699, 1.134], [0.841, -2.096, 1.923], [0.014, -0.529, 2.282], [-2.347, 1.398, -1.997], [-1.974, 0.216, -0.941], [-1.880, 1.831, -0.378], [1.274, 1.189, 1.487], [2.297, 1.168, -0.065], [2.020, -1.153, -1.176], [-0.376, -0.213, -2.613]], "e_above_lowest_ev": 1.614, "smiles": "C=C(C)O.CC(=O)O", "energy_ha": -422.19726, "fmax_ev_per_a": 3.4, "gap_ev": 9.464, "e_lumo_ev": 0.5}